{
  "formula": "C10H14N4O4S2",
  "method": "ωB97M-V/def2-TZVPD",
  "orbital_gap_ev": 9.01,
  "smiles": "O=C(O)CSc1nnc(NC(=O)CN2CCOCC2)s1",
  "e_above_lowest_ev": 0.124,
  "fmax_ev_per_a": 1.9,
  "homo_ev": -8.50,
  "elements": ["O", "C", "O", "C", "S", "C", "N", "N", "C", "N", "C", "O", "C", "N", "C", "C", "O", "C", "C", "S", "H", "H", "H", "H", "H", "H", "H", "H", "H", "H", "H", "H", "H", "H"],
  "positions_angstrom": [[-6.946581, -1.936979, 0.169327], [-6.012627, -1.254149, -0.147139], [-4.860395, -1.744908, -0.594928], [-6.014981, 0.254647, -0.055482], [-4.848049, 1.049537, -1.201626], [-3.412768, 0.961553, -0.244287], [-3.381092, 0.554711, 0.981398], [-2.167907, 0.594815, 1.518655], [-1.266670, 1.035464, 0.708622], [0.053765, 1.166317, 1.046675], [0.980537, 1.648277, 0.159261], [0.660416, 1.970032, -0.964211], [2.413545, 1.642343, 0.667810], [3.143728, 0.460387, 0.245722], [3.346347, 0.370960, -1.192000], [4.311904, -0.782148, -1.469559], [3.817116, -2.000300, -0.964461], [3.596496, -1.906943, 0.420244], [2.602120, -0.790202, 0.749643], [-1.852194, 1.462919, -0.885063], [-4.882063, -2.714704, -0.611069], [-7.011786, 0.635063, -0.272425], [-5.713943, 0.541386, 0.954061], [0.303435, 0.896072, 1.987281], [2.438430, 1.689615, 1.759766], [2.928910, 2.513954, 0.257237], [3.780566, 1.307257, -1.545668], [2.403290, 0.193590, -1.731727], [4.441859, -0.924899, -2.543066], [5.284399, -0.556080, -1.006948], [3.206377, -2.875394, 0.737556], [4.545579, -1.703664, 0.938974], [2.483605, -0.719427, 1.833599], [1.628634, -1.039109, 0.293829]],
  "atomic_forces_ev_per_a": [[-0.220, -0.068, 0.086], [-0.257, -0.044, 0.127], [0.615, -0.222, -0.220], [0.424, 0.113, -0.259], [-0.610, 0.224, -0.222], [0.640, 0.167, -0.002], [-1.371, -0.070, -0.592], [1.691, 0.029, 0.831], [-0.688, 0.134, -0.782], [0.252, 0.073, 0.204], [0.235, -0.133, 0.535], [0.191, 0.163, -0.265], [0.179, -0.019, -0.162], [-0.056, 0.090, 0.087], [0.247, -0.309, -0.142], [-0.018, 0.369, -0.151], [-0.092, -0.119, -0.110], [-0.238, 0.040, 0.347], [0.304, -0.310, -0.107], [-0.701, -0.376, 0.661], [-0.284, 0.164, 0.126], [0.079, -0.075, 0.022], [-0.136, -0.059, -0.026], [0.027, 0.046, -0.107], [-0.026, 0.058, -0.021], [-0.147, 0.007, 0.090], [-0.025, 0.007, -0.059], [0.068, 0.048, -0.002], [0.033, 0.067, 0.055], [-0.053, -0.007, -0.071], [0.038, 0.071, 0.046], [-0.085, -0.036, -0.006], [-0.041, -0.029, 0.024], [0.025, 0.007, 0.068]]
}